This record from the OMol25 dataset describes 6 unconnected molecules or ions with the total composition C31H55F4NO13P in a non-equilibrium geometry. The level of theory is ωB97M-V/def2-TZVPD.

Last column: Mulliken charge in e.
Geometry (Å):
C (-0.858, -4.198, 0.475)  -0.83
C (-1.516, -4.351, -0.943)  -0.30
O (-1.691, -3.106, -1.698)  -0.50
C (-0.969, -2.066, -1.209)  0.67
C (0.499, -1.928, -1.459)  0.17
O (1.161, -2.894, -2.190)  -0.53
C (1.246, -0.768, -0.955)  0.44
N (0.623, 0.228, -0.223)  0.40
P (1.549, 1.656, 0.393)  0.10
C (1.403, 1.575, 2.284)  -0.79
C (3.377, 1.435, 0.064)  -0.94
C (-0.739, 0.162, 0.046)  -0.43
O (-1.242, 1.238, 0.752)  -0.32
C (-1.584, -0.957, -0.422)  0.16
C (-3.104, -0.893, -0.089)  0.78
F (-3.887, -1.716, -0.869)  -0.27
F (-3.631, 0.397, -0.252)  -0.29
C (-3.426, -1.292, 1.423)  0.08
F (-4.775, -1.028, 1.634)  -0.29
F (-2.701, -0.535, 2.325)  -0.12
H (-1.000, -5.194, 0.993)  0.38
H (0.262, -4.078, 0.396)  0.28
H (-1.335, -3.435, 1.138)  0.11
H (-2.545, -4.785, -0.782)  0.34
H (-0.980, -5.098, -1.593)  0.23
H (2.047, -2.935, -1.761)  0.34
H (2.329, -0.712, -1.206)  -0.30
H (2.418, 1.653, 2.751)  0.48
H (0.990, 0.546, 2.501)  0.22
H (0.661, 2.308, 2.684)  0.17
H (3.637, 0.339, 0.179)  0.40
H (3.698, 1.734, -0.977)  0.21
H (3.986, 1.996, 0.830)  0.43
H (-1.379, 1.981, 0.122)  0.34
H (-3.286, -2.394, 1.587)  0.16
O (4.307, -2.539, -2.690)  -0.58
C (4.500, -1.634, -3.467)  0.92
O (3.620, -0.623, -3.540)  -0.22
C (3.832, 0.582, -4.295)  -0.16
C (3.438, 0.394, -5.746)  -1.23
C (5.667, -1.666, -4.415)  -1.23
H (4.857, 0.939, -4.180)  0.30
H (3.192, 1.340, -3.844)  0.24
H (4.046, -0.371, -6.233)  0.30
H (3.551, 1.328, -6.298)  0.37
H (2.399, 0.066, -5.818)  0.33
H (5.411, -2.288, -5.273)  0.31
H (6.520, -2.102, -3.896)  0.34
H (5.985, -0.684, -4.758)  0.35
O (5.148, 2.215, -1.971)  -0.64
C (5.202, 3.363, -2.355)  0.92
O (4.480, 3.742, -3.418)  -0.31
C (4.332, 5.104, -3.853)  -0.44
C (5.488, 5.525, -4.736)  -1.04
C (6.134, 4.351, -1.708)  -1.28
H (4.188, 5.772, -3.001)  0.36
H (3.408, 5.138, -4.430)  0.36
H (6.438, 5.488, -4.201)  0.28
H (5.339, 6.540, -5.105)  0.39
H (5.580, 4.850, -5.589)  0.31
H (7.136, 4.215, -2.117)  0.29
H (6.154, 4.154, -0.636)  0.33
H (5.831, 5.388, -1.825)  0.42
O (-2.950, -7.762, -1.323)  -0.55
C (-2.016, -8.504, -1.495)  0.78
O (-1.058, -8.178, -2.383)  -0.36
C (0.174, -8.895, -2.541)  -0.41
C (0.000, -10.086, -3.461)  -0.99
C (-1.945, -9.834, -0.793)  -1.03
H (0.592, -9.171, -1.570)  0.37
H (0.877, -8.193, -2.990)  0.33
H (-0.711, -10.807, -3.056)  0.28
H (0.954, -10.592, -3.618)  0.36
H (-0.391, -9.764, -4.428)  0.31
H (-2.558, -10.555, -1.334)  0.27
H (-2.339, -9.712, 0.216)  0.31
H (-0.936, -10.224, -0.684)  0.36
O (1.249, 2.115, 6.327)  -0.59
C (0.044, 2.091, 6.297)  0.75
O (-0.592, 2.012, 5.115)  -0.29
C (-2.006, 1.801, 4.965)  -0.35
C (-2.769, 3.107, 5.062)  -0.72
C (-0.765, 2.235, 7.559)  -1.00
H (-2.366, 1.051, 5.673)  0.36
H (-2.145, 1.377, 3.969)  0.08
H (-2.643, 3.575, 6.038)  0.27
H (-3.832, 2.944, 4.892)  0.31
H (-2.401, 3.819, 4.321)  0.27
H (-0.839, 3.292, 7.815)  0.26
H (-0.250, 1.705, 8.360)  0.32
H (-1.762, 1.806, 7.497)  0.34
O (-4.458, 5.312, 5.290)  -0.53
C (-5.448, 5.519, 4.635)  0.84
O (-6.119, 4.484, 4.095)  -0.37
C (-7.394, 4.598, 3.450)  -0.44
C (-7.239, 5.000, 1.998)  -0.94
C (-5.900, 6.924, 4.337)  -1.10
H (-8.053, 5.270, 4.004)  0.37
H (-7.850, 3.609, 3.503)  0.32
H (-6.770, 5.980, 1.898)  0.28
H (-8.210, 5.030, 1.502)  0.37
H (-6.598, 4.288, 1.474)  0.27
H (-5.320, 7.314, 3.500)  0.26
H (-5.717, 7.538, 5.219)  0.33
H (-6.961, 7.011, 4.116)  0.35

Summary:
Largest force on an atom ... 0.058 hartree/bohr
Net charge ... +1
Electronic energy ... -81297.5582 eV

This record from the OMol25 dataset describes a molecular structure, C10H33CoO8V in a non-equilibrium geometry. The level of theory is ωB97M-V/def2-TZVPD.

Last column: Mulliken spin population.
Geometry (Å):
Co (1.238, -1.496, 0.243)  2.82
V (2.378, 0.900, 1.790)  3.03
O (2.837, -1.091, 1.460)  0.06
H (3.639, -1.604, 1.352)  0.00
O (0.943, 0.523, 0.339)  -0.03
H (0.045, 0.680, 0.658)  0.00
O (-0.070, -1.976, 1.579)  0.07
H (-0.190, -2.458, 2.397)  0.00
C (-0.510, -3.574, -2.790)  0.00
C (-1.006, -2.724, -1.639)  0.00
O (-0.164, -1.575, -1.396)  0.00
H (-1.211, -4.400, -2.923)  0.00
H (0.480, -3.966, -2.558)  0.00
H (-0.490, -3.031, -3.735)  0.00
H (-1.065, -3.311, -0.722)  0.00
H (-2.033, -2.377, -1.790)  0.00
H (-0.375, -0.906, -2.058)  0.00
C (-1.426, 3.599, -2.488)  0.00
C (-0.346, 3.241, -1.490)  0.00
O (0.231, 2.008, -1.886)  0.00
H (-1.982, 4.492, -2.208)  0.00
H (-2.132, 2.776, -2.584)  0.00
H (-0.957, 3.767, -3.459)  0.00
H (-0.802, 3.134, -0.492)  0.00
H (0.410, 4.029, -1.401)  0.00
H (0.663, 1.580, -1.128)  0.01
C (-4.052, 0.819, 0.555)  0.00
C (-2.703, 0.165, 0.492)  0.00
O (-2.605, -0.758, 1.566)  0.00
H (-4.162, 1.671, -0.114)  0.00
H (-4.265, 1.166, 1.570)  0.00
H (-4.841, 0.095, 0.340)  0.00
H (-1.903, 0.923, 0.573)  0.00
H (-2.573, -0.340, -0.474)  0.00
H (-1.727, -1.186, 1.569)  0.00
C (4.687, -0.146, -1.895)  0.00
C (3.172, -0.074, -1.920)  -0.01
O (2.572, -1.321, -1.505)  0.01
H (5.050, -0.875, -2.624)  0.00
H (5.021, -0.462, -0.907)  0.00
H (5.114, 0.818, -2.168)  0.00
H (2.775, 0.237, -2.887)  0.00
H (2.824, 0.665, -1.197)  0.01
H (2.904, -2.001, -2.103)  0.00
C (-1.063, 1.085, 4.548)  0.00
C (0.112, 0.138, 4.424)  0.01
O (0.703, 0.194, 3.088)  -0.01
H (-1.966, 0.649, 4.114)  0.00
H (-0.908, 2.030, 4.027)  0.00
H (-1.284, 1.293, 5.596)  0.00
H (-0.195, -0.890, 4.615)  0.00
H (0.912, 0.395, 5.118)  0.00
H (0.297, -0.531, 2.529)  0.00

Summary:
Largest force on an atom ... 0.056 hartree/bohr
Net charge ... +1
Spin multiplicity ... 7
⟨S²⟩ ... 12.011
Electronic energy ... -90594.2420 eV

This record from the OMol25 dataset describes a molecular structure, C22H34ClInN5O3P2S2 in a non-equilibrium geometry. The level of theory is ωB97M-V/def2-TZVPD.

Last column: natural (NBO) charge in e.
Geometry (Å):
In (1.286, 0.130, 0.205)  1.45
S (2.040, 0.425, 2.584)  -0.17
C (3.624, 0.366, 1.947)  -0.10
N (3.862, 0.364, 0.667)  -0.56
C (5.207, 0.275, 0.404)  0.19
C (5.802, 0.281, -0.854)  -0.23
C (7.175, 0.180, -0.941)  -0.20
C (7.960, 0.056, 0.204)  -0.21
C (7.389, 0.057, 1.463)  -0.19
C (6.015, 0.181, 1.553)  -0.25
S (5.020, 0.254, 2.983)  0.44
H (5.182, 0.374, -1.734)  0.22
H (7.651, 0.199, -1.909)  0.22
H (9.030, -0.034, 0.118)  0.23
H (7.995, -0.032, 2.351)  0.23
C (-4.331, -2.006, 1.719)  -0.41
N (-2.910, -1.803, 1.933)  -0.81
C (-2.314, -2.690, 2.914)  -0.41
P (-1.970, -1.306, 0.652)  2.52
O (-0.544, -1.316, 1.020)  -1.13
O (-2.539, 0.171, 0.319)  -1.09
P (-1.887, 1.486, 1.014)  2.53
O (-0.473, 1.643, 0.596)  -1.14
N (-2.963, 2.630, 0.440)  -0.78
C (-2.813, 3.953, 1.030)  -0.42
C (-3.152, 2.693, -1.001)  -0.41
N (-2.093, 1.251, 2.622)  -0.81
C (-3.441, 1.170, 3.147)  -0.40
C (-1.077, 1.605, 3.592)  -0.41
N (-2.244, -2.028, -0.833)  -0.80
C (-3.435, -1.773, -1.620)  -0.41
C (-1.746, -3.385, -0.972)  -0.42
H (-4.853, -1.885, 2.671)  0.22
H (-4.557, -3.008, 1.333)  0.19
H (-4.699, -1.258, 1.018)  0.21
H (-2.761, -2.494, 3.890)  0.20
H (-1.248, -2.482, 2.960)  0.24
H (-2.468, -3.745, 2.665)  0.19
H (-2.658, 3.859, 2.103)  0.21
H (-3.731, 4.519, 0.852)  0.22
H (-1.971, 4.508, 0.602)  0.20
H (-3.258, 1.685, -1.394)  0.21
H (-2.318, 3.189, -1.510)  0.20
H (-4.067, 3.252, -1.202)  0.21
H (-4.137, 1.033, 2.325)  0.22
H (-3.714, 2.081, 3.686)  0.20
H (-3.521, 0.327, 3.835)  0.21
H (-0.122, 1.734, 3.082)  0.24
H (-0.975, 0.802, 4.327)  0.21
H (-1.331, 2.529, 4.120)  0.19
H (-3.842, -0.800, -1.359)  0.22
H (-4.201, -2.540, -1.464)  0.19
H (-3.159, -1.772, -2.677)  0.21
H (-0.892, -3.520, -0.309)  0.22
H (-1.431, -3.547, -2.005)  0.21
H (-2.512, -4.130, -0.728)  0.19
Cl (1.129, 2.003, -1.843)  0.07
C (1.532, 0.929, -3.137)  0.03
C (2.003, 1.459, -4.327)  -0.24
C (2.333, 0.612, -5.371)  -0.20
C (2.243, -0.760, -5.198)  -0.19
C (1.807, -1.284, -3.997)  -0.19
C (1.410, -0.450, -2.946)  -0.11
C (0.832, -1.024, -1.728)  -0.80
H (2.103, 2.527, -4.423)  0.23
H (2.663, 1.020, -6.312)  0.23
H (2.505, -1.426, -6.002)  0.23
H (1.731, -2.356, -3.876)  0.22
H (1.075, -2.075, -1.601)  0.24
H (-0.247, -0.884, -1.672)  0.24

Summary:
Largest force on an atom ... 0.035 hartree/bohr
Net charge ... +1
Electronic energy ... -94904.5110 eV

This record from the OMol25 dataset describes a single C4H7NO molecule in a non-equilibrium geometry. The level of theory is ωB97M-V/def2-TZVPD.

Last column: natural (NBO) charge in e.
Geometry (Å):
C (1.882, -0.069, -0.600)  -0.62
C (0.560, -0.684, -0.105)  -0.07
O (-0.172, 0.226, 0.778)  -0.52
C (-1.545, -0.012, 0.855)  -0.16
C (-2.135, 0.457, -0.421)  0.24
N (-2.416, 0.846, -1.478)  -0.32
H (2.511, 0.241, 0.236)  0.22
H (2.445, -0.831, -1.173)  0.22
H (1.711, 0.777, -1.269)  0.22
H (0.784, -1.569, 0.491)  0.17
H (-0.021, -0.969, -0.995)  0.18
H (-2.052, 0.573, 1.662)  0.23
H (-1.892, -1.059, 1.017)  0.21

Summary:
Largest force on an atom ... 0.033 hartree/bohr
SMILES ... CCOCC#N
Electronic energy ... -7797.8973 eV

Repeat the second record exactly.
This record from the OMol25 dataset describes a molecular structure, C10H33CoO8V in a non-equilibrium geometry. The level of theory is ωB97M-V/def2-TZVPD.

Last column: Mulliken spin population.
Geometry (Å):
Co (1.238, -1.496, 0.243)  2.82
V (2.378, 0.900, 1.790)  3.03
O (2.837, -1.091, 1.460)  0.06
H (3.639, -1.604, 1.352)  0.00
O (0.943, 0.523, 0.339)  -0.03
H (0.045, 0.680, 0.658)  0.00
O (-0.070, -1.976, 1.579)  0.07
H (-0.190, -2.458, 2.397)  0.00
C (-0.510, -3.574, -2.790)  0.00
C (-1.006, -2.724, -1.639)  0.00
O (-0.164, -1.575, -1.396)  0.00
H (-1.211, -4.400, -2.923)  0.00
H (0.480, -3.966, -2.558)  0.00
H (-0.490, -3.031, -3.735)  0.00
H (-1.065, -3.311, -0.722)  0.00
H (-2.033, -2.377, -1.790)  0.00
H (-0.375, -0.906, -2.058)  0.00
C (-1.426, 3.599, -2.488)  0.00
C (-0.346, 3.241, -1.490)  0.00
O (0.231, 2.008, -1.886)  0.00
H (-1.982, 4.492, -2.208)  0.00
H (-2.132, 2.776, -2.584)  0.00
H (-0.957, 3.767, -3.459)  0.00
H (-0.802, 3.134, -0.492)  0.00
H (0.410, 4.029, -1.401)  0.00
H (0.663, 1.580, -1.128)  0.01
C (-4.052, 0.819, 0.555)  0.00
C (-2.703, 0.165, 0.492)  0.00
O (-2.605, -0.758, 1.566)  0.00
H (-4.162, 1.671, -0.114)  0.00
H (-4.265, 1.166, 1.570)  0.00
H (-4.841, 0.095, 0.340)  0.00
H (-1.903, 0.923, 0.573)  0.00
H (-2.573, -0.340, -0.474)  0.00
H (-1.727, -1.186, 1.569)  0.00
C (4.687, -0.146, -1.895)  0.00
C (3.172, -0.074, -1.920)  -0.01
O (2.572, -1.321, -1.505)  0.01
H (5.050, -0.875, -2.624)  0.00
H (5.021, -0.462, -0.907)  0.00
H (5.114, 0.818, -2.168)  0.00
H (2.775, 0.237, -2.887)  0.00
H (2.824, 0.665, -1.197)  0.01
H (2.904, -2.001, -2.103)  0.00
C (-1.063, 1.085, 4.548)  0.00
C (0.112, 0.138, 4.424)  0.01
O (0.703, 0.194, 3.088)  -0.01
H (-1.966, 0.649, 4.114)  0.00
H (-0.908, 2.030, 4.027)  0.00
H (-1.284, 1.293, 5.596)  0.00
H (-0.195, -0.890, 4.615)  0.00
H (0.912, 0.395, 5.118)  0.00
H (0.297, -0.531, 2.529)  0.00

Summary:
Largest force on an atom ... 0.056 hartree/bohr
Net charge ... +1
Spin multiplicity ... 7
⟨S²⟩ ... 12.011
Electronic energy ... -90594.2420 eV

The highest electronic energy belongs to which entry?
C4H7NO